# C4H6O2

A structure of composition C4H6O2 (ωB97M-V/def2-TZVPD, the OMol25 dataset).

net charge	0

Last column: Mulliken charge in e.
Geometry (Å):
C  1.49165  -0.27869  0.61278  -1.321
C  0.30433  0.32989  -0.09438  0.423
C  -0.87814  -0.53036  -0.63296  -0.512
C  -1.65669  0.64669  -0.09726  0.555
O  -2.64876  1.24599  -0.37418  -0.532
O  -0.64969  1.04290  0.75336  -0.374
H  1.20544  -1.00476  1.37661  0.320
H  2.11154  0.48809  1.09130  0.332
H  2.11128  -0.77093  -0.14360  0.340
H  0.64639  1.05784  -0.83739  0.272
H  -1.05155  -0.82276  -1.67069  0.276
H  -0.98580  -1.40389  0.01642  0.222


# C4H6O2

A structure of composition C4H6O2 in a non-equilibrium geometry (ωB97M-V/def2-TZVPD, the OMol25 dataset).

net charge	0

Last column: Mulliken charge in e.
Geometry (Å):
C  0.97696  -1.04160  0.48357  -1.156
C  -0.21238  -0.11902  0.57084  0.378
C  -0.86997  0.27368  -0.71867  -0.505
C  -0.24042  1.48904  -0.57367  0.541
H  0.60616  -2.09908  0.60278  0.280
H  1.49622  -0.92519  1.31310  0.388
H  1.49910  -0.81082  -0.63201  0.268
H  -0.63335  -0.58564  1.60050  0.255
H  -1.95474  0.23387  -0.71703  0.239
H  -0.45204  -0.30214  -1.68242  0.205
O  -0.08683  2.54797  -1.10056  -0.522
O  -0.12871  1.33893  0.85358  -0.371


# C4H6O2

The molecule C4H6O2 in a non-equilibrium geometry (ωB97M-V/def2-TZVPD, the OMol25 dataset).

net charge	0

Last column: Mulliken charge in e.
Geometry (Å):
C  1.04750  0.00655  -0.81379  -0.379
O  -0.17490  0.36268  -1.50145  -0.145
C  -1.24143  0.54957  -0.73171  -0.463
C  -1.31948  -0.43268  0.43709  -0.135
O  -0.12204  -0.58049  1.18433  -0.391
C  0.68518  0.41064  0.61025  -0.420
H  1.84559  0.61533  -1.24899  0.301
H  1.30620  -1.05623  -0.93464  0.263
H  0.02578  1.32628  0.43765  0.379
H  -2.14481  -0.21480  1.12482  0.307
H  -1.58101  -1.34578  -0.13006  0.287
H  1.49010  0.69432  1.27390  0.395


# C4H6O2

A structure of composition C4H6O2 in a non-equilibrium geometry (ωB97M-V/def2-TZVPD, the OMol25 dataset).

net charge	0

Last column: Mulliken charge in e.
Geometry (Å):
O  -1.35773  -1.34993  0.03764  -0.580
C  -0.67048  -0.50578  0.89504  -0.240
C  0.75881  -0.10552  0.56895  -0.369
C  0.82039  0.08966  -0.98261  -0.314
O  -0.43976  0.73972  -1.12265  -0.494
C  -0.35864  0.87350  0.38212  -0.124
H  -1.41088  -0.82562  -0.78657  0.358
H  -1.02080  -0.60942  1.92506  0.371
H  1.68212  -0.18749  1.15352  0.368
H  1.59889  0.82479  -1.20547  0.303
H  0.91586  -0.84785  -1.51121  0.274
H  -0.50178  1.89939  0.67016  0.448


# C4H6O2

The molecule C4H6O2 (ωB97M-V/def2-TZVPD, the OMol25 dataset).

net charge	0

Last column: Mulliken charge in e.
Geometry (Å):
O  -0.20742  2.16918  -0.56394  -0.499
C  -0.28538  1.08128  -1.08450  -0.248
C  0.04428  -0.19064  -0.37472  0.776
O  0.14552  -1.32628  -1.17648  -0.542
C  -0.48797  -0.25904  1.03855  -0.685
C  0.97090  -0.04322  0.79836  -0.586
H  -0.63334  0.96024  -2.13040  0.371
H  -0.67561  -1.82831  -1.11714  0.366
H  -1.10813  0.57678  1.34974  0.234
H  -0.78876  -1.23511  1.40948  0.298
H  1.62431  -0.88743  0.99153  0.276
H  1.39449  0.94492  0.94753  0.240


# C4H6O2

The molecule C4H6O2 in a non-equilibrium geometry (ωB97M-V/def2-TZVPD, the OMol25 dataset).

net charge	0

Last column: Mulliken charge in e.
Geometry (Å):
O  2.56382  0.58390  -0.46835  -0.508
C  1.65527  0.02091  0.10846  -0.035
C  0.18120  0.28928  -0.05891  0.677
O  -0.02970  1.47553  -0.82578  -0.574
C  -0.84386  -0.95840  -0.26343  -0.628
C  -1.05234  0.05308  0.81033  -0.635
H  1.85761  -0.81537  0.78748  0.315
H  0.70103  1.73765  -1.42869  0.336
H  -0.79292  -2.00007  0.14537  0.270
H  -1.32901  -0.92440  -1.22664  0.263
H  -1.20167  -0.34216  1.82983  0.275
H  -1.70943  0.88005  0.59035  0.245


# C4H6O2

The molecule C4H6O2 (ωB97M-V/def2-TZVPD, the OMol25 dataset).

net charge	0

Last column: Mulliken charge in e.
Geometry (Å):
C  1.38451  -0.71703  -0.51577  -0.984
C  0.00857  -0.73155  0.05344  0.571
O  -0.65613  -1.80196  -0.00928  -0.002
C  -0.59517  0.39292  0.78698  -0.083
C  -1.04909  1.49300  0.19691  -0.670
O  -1.88486  -1.73845  0.56363  -0.587
H  2.11943  -0.73226  0.30089  0.272
H  1.55483  -1.58390  -1.15820  0.326
H  1.54735  0.20958  -1.07589  0.327
H  -0.66683  0.25520  1.86577  0.311
H  -1.06911  1.59435  -0.88529  0.250
H  -1.47967  2.30362  0.77755  0.269


# C4H6O2

The molecule C4H6O2 (ωB97M-V/def2-TZVPD, the OMol25 dataset).

net charge	0

Last column: Mulliken charge in e.
Geometry (Å):
O  -1.39514  0.08100  -0.49623  -0.380
C  -0.35777  1.13219  0.80691  -0.435
C  0.47762  -0.10717  1.06022  -0.387
C  0.84340  -0.60250  -0.35375  -0.375
C  -0.22309  -0.03323  -1.25632  0.469
O  -0.19399  0.29280  -2.40404  -0.526
H  -1.99436  0.66745  -0.98643  0.363
H  -1.18861  1.18972  1.53050  0.136
H  1.36849  0.23844  1.60019  0.343
H  0.02074  -0.91416  1.65226  0.274
H  0.82803  -1.69508  -0.44659  0.261
H  1.81467  -0.24946  -0.70672  0.258


# C4H6O2

The molecule C4H6O2 (ωB97M-V/def2-TZVPD, the OMol25 dataset).

net charge	0

Last column: Mulliken charge in e.
Geometry (Å):
O  1.76176  -0.94852  -0.80805  -0.498
C  0.95787  -0.27718  0.09170  -0.032
C  0.07259  0.85148  -0.47277  -0.386
C  -1.18762  0.67178  0.33599  -0.305
C  -1.12534  -0.52279  0.91848  -0.293
O  0.03892  -1.20576  0.70808  -0.387
H  1.17388  -1.37576  -1.44711  0.321
H  1.62527  0.10349  0.87350  0.329
H  0.55392  1.82765  -0.36535  0.260
H  -0.10526  0.70155  -1.54867  0.227
H  -2.00801  1.37265  0.39890  0.353
H  -1.84966  -1.04260  1.53623  0.410


# C4H6O2

The molecule C4H6O2 in a non-equilibrium geometry (ωB97M-V/def2-TZVPD, the OMol25 dataset).

net charge	0

Last column: Mulliken charge in e.
Geometry (Å):
O  1.20398  -1.84949  -0.84303  -0.518
C  0.52975  -0.90308  -0.52525  0.336
C  0.73582  -0.05289  0.88356  -0.323
C  -0.31426  1.03488  0.79840  -0.361
O  -1.15834  0.84430  -0.53804  -0.424
C  -0.71863  -0.22882  -1.32478  -0.217
H  1.78230  0.29834  0.91605  0.275
H  0.60078  -0.75234  1.72497  0.263
H  -1.09339  0.97794  1.56707  0.242
H  0.09390  2.05050  0.73434  0.243
H  -0.35558  0.07436  -2.33491  0.241
H  -1.48778  -1.01961  -1.47073  0.242


# C4H6O2

A structure of composition C4H6O2 (ωB97M-V/def2-TZVPD, the OMol25 dataset).

net charge	0

Last column: Mulliken charge in e.
Geometry (Å):
C  1.48446  -0.28387  0.10877  -1.198
C  -0.03130  -0.28331  0.20945  0.391
C  -0.86385  0.99144  0.30226  -0.416
O  -1.91903  0.34316  -0.46061  -0.339
C  -1.05425  -0.65662  -0.85019  0.387
O  -1.21509  -1.48126  -1.69383  -0.548
H  1.88924  0.51574  0.73990  0.314
H  1.87312  -1.22455  0.49728  0.325
H  1.88497  -0.14390  -0.90039  0.316
H  -0.39825  -0.93219  1.01553  0.224
H  -0.48681  1.84423  -0.27031  0.279
H  -1.16321  1.31115  1.30215  0.266


# C4H6O2

A structure of composition C4H6O2 in a non-equilibrium geometry (ωB97M-V/def2-TZVPD, the OMol25 dataset).

net charge	0

Last column: Mulliken charge in e.
Geometry (Å):
C  1.82755  -0.05904  0.07348  -0.111
C  -0.99958  0.23244  0.37437  0.224
C  0.22280  0.77555  0.88572  -0.073
C  -0.95257  -0.82424  -0.66515  -1.106
O  2.83550  -0.66269  0.37681  -0.449
O  -0.39870  1.42573  -0.10708  -0.409
H  1.58656  0.41981  -0.86761  0.326
H  0.67876  1.26478  1.81279  0.311
H  -1.98098  0.41932  0.86943  0.382
H  0.15317  -1.09409  -0.88924  0.227
H  -1.44205  -0.29335  -1.47223  0.254
H  -1.53045  -1.60421  -0.39128  0.425


Number 1: E_tot -8339.64478 eV. Number 2: E_tot -8337.49388 eV. Number 3: E_tot -8335.73374 eV. Number 4: E_tot -8337.04582 eV. Number 5: E_tot -8338.86172 eV. Number 6: E_tot -8338.07761 eV. Number 7: E_tot -8335.13952 eV. Number 8: E_tot -8336.56057 eV. Number 9: E_tot -8339.30345 eV. Number 10: E_tot -8338.89495 eV. Number 11: E_tot -8339.58466 eV. Number 12: E_tot -8336.09608 eV.